The following is a DFT calculation (ωB97M-V with the def2-TZVPD basis set) of C2H4N2O2S in the gas phase at a distorted geometry.

Geometry as ORCA input:
```
! wB97M-V def2-TZVPD RIJCOSX def2/J DEFGRID3
* xyz 0 1
C 0.21686 0.14991 -0.00275
C 1.70503 0.35137 0.04131
N -0.46835 1.20156 -0.30135
N -0.38963 -1.03804 -0.22724
O -2.92325 -0.74617 0.90334
O -1.83516 0.96454 -0.42979
S -2.23774 -0.58128 -0.34859
H 2.21155 0.07663 0.94455
H 1.76798 1.39673 -0.10977
H 2.21051 -0.00923 -0.89731
H -0.25779 -1.76603 0.42761
*
```

The total energy comes out at -20046.51245 eV. The orbital gap comes out at 10.23 eV. Its highest occupied orbital energy is -9.7 eV. Its LUMO energy is 0.01996 hartree.